Record 1
Entry from the OMol25 dataset: a single C6H10 molecule (ωB97M-V/def2-TZVPD).

Positions of all 16 atoms, in Å:
C: 0.91 2.29 0.54
C: 0.97 1.34 -0.38
C: 0.23 0.07 -0.33
C: -0.12 -0.58 -1.66
C: -0.31 -0.34 0.82
C: -1.07 -1.62 1.05
H: 0.03 2.44 1.15
H: 1.67 3.06 0.67
H: 1.78 1.37 -1.11
H: -0.34 -1.64 -1.52
H: 0.77 -0.57 -2.28
H: -1.00 -0.10 -2.09
H: 0.17 0.08 1.70
H: -0.36 -2.40 1.33
H: -1.64 -1.94 0.18
H: -1.68 -1.46 1.93

Results
HOMO level = -8.526 eV
Electronic energy = -234.55790 hartree
ΔE to the lowest compared entry with this formula, charge and spin = 117.13 kJ/mol
SMILES = C=C/C(C)=C/C
Net charge = 0

Results of the Mulliken charge analysis, in e, for atoms 1 through 4: atom 1 (C): -0.78, atom 2 (C): -0.38, atom 3 (C): 0.77, atom 4 (C): -1.26

Record 2
Entry from the OMol25 dataset: a single C6H10 molecule (ωB97M-V/def2-TZVPD).

Positions of all 16 atoms, in Å:
C: 2.35 0.57 0.00
C: 1.89 -0.88 0.21
C: 0.49 -1.05 -0.20
C: -0.71 -0.95 -0.24
C: -2.06 -0.59 0.21
C: -2.20 0.94 0.25
H: 2.61 0.75 -1.04
H: 1.55 1.25 0.28
H: 3.24 0.81 0.61
H: 2.54 -1.58 -0.32
H: 1.94 -1.13 1.28
H: -2.10 -0.96 1.24
H: -2.90 -1.05 -0.33
H: -2.15 1.39 -0.75
H: -3.14 1.22 0.72
H: -1.37 1.34 0.84

Results
HOMO level = -9.297 eV
Electronic energy = -234.54297 hartree
ΔE to the lowest compared entry with this formula, charge and spin = 156.33 kJ/mol
SMILES = CCC#CCC
Net charge = 0

Results of the Mulliken charge analysis, in e, for atoms 1 through 4: atom 1 (C): -0.99, atom 2 (C): -0.41, atom 3 (C): -0.03, atom 4 (C): 0.02

Record 3
Entry from the OMol25 dataset: a single C6H10 molecule (ωB97M-V/def2-TZVPD).

Positions of all 16 atoms, in Å:
C: -0.94 -0.71 1.50
C: -0.55 0.41 0.50
C: 0.98 0.67 0.47
C: 0.95 0.55 -1.04
C: 0.35 -0.74 -1.55
C: -0.55 0.33 -1.05
H: -1.23 -0.28 2.47
H: -1.75 -1.35 1.17
H: -0.07 -1.35 1.73
H: -1.16 1.30 0.66
H: 1.30 1.66 0.83
H: 1.58 -0.09 0.99
H: 1.54 1.17 -1.71
H: 0.39 -1.67 -1.00
H: 0.42 -0.84 -2.63
H: -1.24 0.86 -1.70

Results
HOMO level = -9.435 eV
Electronic energy = -234.54347 hartree
ΔE to the lowest compared entry with this formula, charge and spin = 155.00 kJ/mol
SMILES = C[C@H]1C[C@H]2C[C@H]21
Net charge = 0

Results of the Mulliken charge analysis, in e, for atoms 1 through 4: atom 1 (C): -1.38, atom 2 (C): 0.31, atom 3 (C): -0.94, atom 4 (C): -0.09

Record 4
Entry from the OMol25 dataset: a single C6H10 molecule (ωB97M-V/def2-TZVPD).

Positions of all 16 atoms, in Å:
C: -1.41 1.39 0.05
C: 0.05 1.32 0.49
C: 1.47 1.14 -1.37
C: 0.93 0.44 -0.40
C: 1.19 -1.01 -0.07
C: -0.03 -1.92 -0.18
H: -1.47 1.98 -0.87
H: -1.84 0.41 -0.16
H: -2.02 1.88 0.82
H: 0.46 2.34 0.51
H: 0.15 0.94 1.51
H: 1.56 -1.03 0.97
H: 2.00 -1.39 -0.70
H: -0.40 -1.96 -1.21
H: 0.23 -2.94 0.13
H: -0.85 -1.59 0.46

Results
HOMO level = -9.654 eV
Electronic energy = -234.47803 hartree
ΔE to the lowest compared entry with this formula, charge and spin = 326.83 kJ/mol
Net charge = 0

Results of the Mulliken charge analysis, in e, for atoms 1 through 4: atom 1 (C): -0.98, atom 2 (C): -0.73, atom 3 (C): -0.31, atom 4 (C): 0.42

Record 5
Entry from the OMol25 dataset: a single C6H10 molecule (ωB97M-V/def2-TZVPD).

Positions of all 16 atoms, in Å:
C: 1.89 -0.94 -0.75
C: 0.63 -0.24 -0.33
C: 0.02 0.78 -0.92
C: -1.22 1.27 -0.21
C: -1.38 0.25 0.96
C: -0.14 -0.68 0.90
H: 1.78 -1.29 -1.80
H: 2.77 -0.28 -0.69
H: 2.07 -1.81 -0.11
H: 0.40 1.25 -1.83
H: -2.10 1.30 -0.84
H: -1.07 2.29 0.17
H: -2.30 -0.34 0.86
H: -1.48 0.77 1.93
H: 0.51 -0.55 1.79
H: -0.39 -1.76 0.88

Results
HOMO level = -8.693 eV
Electronic energy = -234.59733 hartree
ΔE to the lowest compared entry with this formula, charge and spin = 13.60 kJ/mol
SMILES = CC1=CCCC1
Net charge = 0

Results of the Mulliken charge analysis, in e, for atoms 1 through 4: atom 1 (C): -1.22, atom 2 (C): 0.45, atom 3 (C): -0.50, atom 4 (C): -0.49

Record 6
Entry from the OMol25 dataset: a molecular structure, C6H10 (ωB97M-V/def2-TZVPD).

Positions of all 16 atoms, in Å:
C: -0.78 0.53 0.92
C: 0.55 0.83 1.23
C: 1.54 -0.20 -0.52
C: 0.53 -0.16 -1.47
C: -0.79 -0.41 -1.05
C: -1.07 -0.88 0.38
H: -0.90 0.83 -0.45
H: -1.62 1.15 1.21
H: 1.16 0.12 1.78
H: 0.82 1.87 1.39
H: 1.59 -1.04 0.16
H: 2.51 0.25 -0.74
H: 0.66 0.43 -2.37
H: -1.60 -0.47 -1.78
H: -0.41 -1.67 0.76
H: -2.11 -1.19 0.51

Results
HOMO level = -8.134 eV
Electronic energy = -234.45573 hartree
ΔE to the lowest compared entry with this formula, charge and spin = 385.38 kJ/mol
Net charge = 0

Results of the Mulliken charge analysis, in e, for atoms 1 through 4: atom 1 (C): -0.19, atom 2 (C): -0.82, atom 3 (C): -0.89, atom 4 (C): -0.07

Maximum force (eV Å⁻¹)
2.17; 0.65; 0.73; 0.71; 0.72; 0.23